Record 1
{
  "formula": "C16H30BeBr2Cl2F2LiO11P2V",
  "method": "ωB97M-V/def2-TZVPD",
  "lumo_energy_ev": -6.001,
  "gap_ev": 1.25,
  "energy_ha": -9371.8616,
  "species": ["C", "C", "C", "O", "P", "F", "C", "C", "C", "Cl", "H", "H", "H", "H", "H", "H", "H", "H", "H", "H", "H", "H", "H", "H", "Cl", "Li", "Br", "C", "O", "P", "O", "O", "C", "O", "C", "H", "H", "H", "H", "H", "H", "H", "H", "H", "O", "V", "O", "F", "C", "C", "C", "C", "C", "C", "H", "H", "H", "H", "H", "O", "H", "Be", "C", "O", "O", "O", "H", "Br"],
  "coordinates": [[-1.687, -0.706, 3.116], [-2.458, -1.045, 1.834], [-3.296, 0.146, 1.324], [-4.542, -0.362, 0.752], [-5.785, -0.338, 1.721], [-6.865, 0.303, 0.934], [-6.292, -1.923, 2.280], [-7.576, -1.799, 3.171], [-7.433, -0.730, 4.238], [-5.888, -1.065, 5.175], [-1.653, -1.593, 3.736], [-2.227, 0.054, 3.679], [-0.662, -0.417, 2.931], [-3.152, -1.848, 2.056], [-1.739, -1.318, 0.920], [-3.487, 0.898, 2.084], [-2.747, 0.603, 0.511], [-5.475, 0.452, 2.828], [-6.557, -2.578, 1.450], [-5.512, -2.436, 2.841], [-8.414, -1.550, 2.476], [-7.726, -2.778, 3.618], [-7.396, 0.279, 3.857], [-8.289, -0.769, 4.896], [-9.453, 0.358, 2.408], [-2.518, 1.057, -1.125], [0.012, 0.688, -2.193], [1.104, -2.403, -3.188], [2.300, -3.183, -3.102], [3.212, -3.096, -1.669], [1.965, -3.118, -0.712], [3.466, -1.438, -1.796], [4.253, -0.898, -2.889], [4.344, -3.168, -0.318], [3.983, -2.479, 0.819], [0.892, -2.240, -4.243], [0.281, -2.952, -2.747], [1.199, -1.430, -2.705], [3.599, -0.328, -3.544], [4.721, -1.700, -3.453], [5.018, -0.244, -2.479], [3.279, -3.041, 1.433], [3.524, -1.468, 0.532], [4.874, -2.262, 1.408], [-1.094, -6.943, -4.333], [-1.138, -5.289, -4.327], [-1.300, -3.634, -4.367], [0.243, 4.547, -2.226], [1.577, 4.525, -1.961], [2.279, 5.713, -1.952], [3.641, 5.690, -1.675], [4.279, 4.484, -1.421], [3.553, 3.306, -1.442], [2.192, 3.318, -1.708], [1.764, 6.643, -2.159], [4.204, 6.613, -1.658], [5.340, 4.458, -1.209], [4.053, 2.365, -1.249], [1.621, 2.396, -1.716], [1.070, -2.455, 3.430], [0.582, -3.258, 3.182], [2.253, -1.419, -0.417], [8.133, 4.903, -1.558], [8.165, 5.892, -2.320], [9.107, 4.919, -0.559], [7.360, 3.939, -1.582], [9.521, 5.762, -0.808], [-0.606, -2.608, 1.164]],
  "mulliken_charge": [-1.376, 0.237, -0.168, -0.221, 0.665, -0.148, -0.680, -0.729, -0.656, -0.203, 0.378, 0.462, 0.343, 0.344, 0.084, 0.532, -0.555, 0.145, 0.504, 0.445, 0.293, 0.345, 0.398, 0.421, -0.695, 0.868, -0.888, 0.291, -0.417, 0.697, -0.443, 0.161, -0.818, -0.421, -0.127, 0.302, 0.126, -0.487, 0.279, 0.368, 0.321, 0.235, 0.178, 0.371, -0.833, 1.655, -0.914, -0.303, 0.239, -0.421, -0.456, -0.322, -0.640, 0.624, 0.425, 0.405, 0.339, 0.381, -0.099, -0.499, 0.283, 0.262, 0.763, -0.631, -0.482, -0.660, 0.306, -0.178]
}



Record 2
{
  "formula": "C16H30N2O12",
  "method": "ωB97M-V/def2-TZVPD",
  "lumo_energy_ev": 0.148,
  "gap_ev": 8.46,
  "energy_ha": -1639.5471,
  "e_above_lowest_kcal_mol": 292.4,
  "species": ["C", "O", "C", "O", "O", "C", "H", "H", "H", "H", "H", "H", "C", "O", "C", "O", "O", "C", "H", "H", "H", "H", "H", "H", "C", "O", "C", "O", "O", "C", "H", "H", "H", "H", "H", "H", "C", "O", "C", "O", "O", "C", "H", "H", "H", "H", "H", "H", "C", "C", "N", "H", "H", "H", "C", "C", "N", "H", "H", "H"],
  "coordinates": [[0.072, 1.775, 1.863], [-0.064, 0.406, 1.532], [0.001, -0.024, 0.261], [0.116, 0.660, -0.764], [-0.360, -1.346, 0.226], [-0.397, -2.150, -0.956], [-0.256, 1.888, 2.897], [-0.542, 2.388, 1.203], [1.109, 2.109, 1.835], [-0.658, -3.155, -0.624], [0.616, -2.228, -1.352], [-1.068, -1.812, -1.745], [2.530, 6.188, -0.430], [1.881, 4.929, -0.313], [2.725, 3.780, -0.386], [3.977, 3.817, -0.454], [1.938, 2.674, -0.212], [2.558, 1.407, -0.180], [2.994, 6.343, -1.404], [3.294, 6.225, 0.346], [1.720, 6.914, -0.360], [1.876, 0.609, 0.111], [3.324, 1.500, 0.590], [3.019, 1.062, -1.106], [-6.408, -1.912, 1.903], [-5.022, -1.904, 1.929], [-4.209, -2.837, 1.470], [-4.633, -3.945, 1.072], [-2.997, -2.336, 1.394], [-1.934, -3.135, 0.805], [-6.820, -1.024, 1.421], [-6.756, -1.822, 2.932], [-6.800, -2.825, 1.454], [-1.017, -2.904, 1.347], [-1.808, -2.877, -0.246], [-2.234, -4.178, 0.906], [4.571, 1.675, -4.632], [3.319, 0.931, -4.409], [2.548, 1.342, -3.409], [2.717, 2.368, -2.727], [1.415, 0.615, -3.468], [0.465, 0.707, -2.426], [5.178, 1.553, -3.735], [4.432, 2.748, -4.763], [5.116, 1.236, -5.468], [0.550, -0.135, -1.739], [-0.533, 0.729, -2.863], [0.621, 1.657, -1.915], [-2.131, -0.506, 3.407], [-3.490, -0.165, 3.260], [-4.622, 0.051, 3.177], [-1.868, -1.291, 2.698], [-2.014, -1.075, 4.329], [-1.501, 0.370, 3.256], [0.928, -4.319, 1.231], [0.935, -3.907, -0.236], [0.977, -3.671, -1.325], [0.322, -5.201, 1.436], [0.372, -3.516, 1.714], [1.927, -4.460, 1.646]],
  "mulliken_charge": [-0.754, -0.350, 0.520, -0.353, -0.098, -1.559, 0.367, 0.364, 0.208, 0.489, 1.114, 0.276, -0.657, -0.324, 0.602, -0.597, 0.149, -0.668, 0.281, 0.298, 0.228, -0.021, 0.515, 0.324, -0.752, -0.272, 0.647, -0.660, -0.266, -0.209, 0.242, 0.254, 0.394, -0.348, 0.385, 0.496, -0.643, -0.365, 0.776, -0.566, -0.421, -0.182, 0.309, 0.265, 0.230, -0.296, 0.201, 0.551, 0.632, 0.430, -0.520, -0.425, 0.381, -0.350, -0.844, 0.020, -0.346, 0.338, 0.182, 0.381]
}



Record 3
{
  "formula": "C16H30N4O5Tc",
  "method": "ωB97M-V/def2-TZVPD",
  "lumo_energy_ev": [-11.164, -13.284],
  "spin_multiplicity": 4,
  "gap_ev": [9.11, 7.32],
  "charge": 4,
  "energy_ha": -1301.9367,
  "e_above_lowest_kcal_mol": 0.0,
  "species": ["Tc", "C", "C", "O", "C", "C", "O", "C", "C", "O", "C", "C", "O", "C", "C", "O", "H", "H", "H", "H", "H", "H", "H", "H", "H", "H", "H", "H", "H", "H", "H", "H", "H", "H", "H", "H", "C", "N", "C", "C", "N", "H", "H", "H", "H", "H", "H", "N", "C", "C", "C", "N", "H", "H", "H", "H"],
  "coordinates": [[0.383, -0.765, 0.540], [-1.244, -0.123, 2.923], [-1.328, 1.145, 2.054], [-0.372, 1.103, 0.947], [0.440, 2.261, 0.634], [1.140, 1.996, -0.704], [1.508, 0.611, -0.864], [2.944, 0.342, -0.770], [3.335, 0.210, 0.680], [2.386, -0.660, 1.359], [2.852, -1.995, 1.706], [2.397, -2.987, 0.663], [0.925, -2.858, 0.508], [0.231, -3.647, 1.455], [-1.808, -2.042, 1.382], [-0.883, -1.366, 2.188], [-2.189, -0.283, 3.443], [-0.445, -0.052, 3.656], [-1.100, 1.990, 2.705], [-2.316, 1.306, 1.622], [1.184, 2.386, 1.421], [-0.181, 3.156, 0.585], [2.062, 2.582, -0.718], [0.868, 2.302, -2.767], [3.506, 1.145, -1.247], [3.095, -0.570, -1.344], [3.309, 1.163, 1.209], [4.345, -0.190, 0.768], [2.437, -2.206, 2.692], [3.938, -2.004, 1.797], [2.653, -4.012, 0.936], [2.786, -2.781, -0.331], [0.478, -3.375, 2.481], [0.417, -4.707, 1.276], [-2.812, -2.098, 1.811], [-2.312, -0.539, 0.105], [-0.482, 4.693, -3.623], [-1.302, 3.842, -2.708], [-2.766, 4.085, -2.765], [-0.796, 3.013, -1.885], [0.381, 2.416, -1.879], [-0.783, 5.727, -3.471], [-0.699, 4.395, -4.648], [0.574, 4.578, -3.399], [-2.952, 5.113, -2.458], [-3.279, 3.394, -2.105], [-3.091, 3.947, -3.795], [-1.276, -3.467, 1.286], [-1.802, -4.214, 0.112], [-2.149, -3.528, -1.009], [-2.112, -2.153, -1.078], [-1.741, -1.384, 0.074], [-1.657, -3.938, 2.119], [-1.847, -5.284, 0.260], [-2.485, -4.092, -1.871], [-2.367, -1.585, -1.959]],
  "lowdin_spin": [0.927, 0.003, 0.003, 0.042, 0.018, 0.011, 0.005, 0.002, 0.001, 0.011, 0.001, 0.002, 0.029, 0.020, 0.013, 0.001, 0.000, 0.001, 0.000, 0.000, 0.001, 0.009, 0.002, 0.014, 0.000, 0.000, 0.000, 0.000, 0.000, 0.000, 0.000, 0.000, 0.002, 0.001, 0.001, 0.006, 0.035, 0.145, 0.028, 0.539, 0.167, 0.000, 0.009, 0.002, 0.006, 0.005, 0.000, 0.040, 0.350, 0.033, 0.407, 0.078, 0.005, 0.013, -0.005, 0.016]
}



Record 4
{
  "formula": "C16H30N5O2",
  "method": "ωB97M-V/def2-TZVPD",
  "lumo_energy_ev": -4.122,
  "gap_ev": 7.23,
  "charge": 1,
  "energy_ha": -1051.6653,
  "species": ["C", "C", "N", "C", "C", "C", "O", "N", "C", "C", "C", "C", "C", "C", "C", "N", "N", "H", "H", "H", "H", "H", "H", "H", "H", "H", "H", "H", "H", "H", "H", "H", "H", "H", "H", "H", "C", "C", "C", "O", "C", "N", "H", "H", "H", "H", "H", "H", "H", "H", "H", "H", "H"],
  "coordinates": [[1.342, 1.727, -1.419], [0.251, 0.984, -2.167], [-0.463, -0.084, -1.407], [0.432, -0.925, -0.549], [-0.036, -2.387, -0.388], [1.066, -3.324, -0.825], [2.163, -3.162, -0.368], [0.750, -4.321, -1.733], [1.908, -4.861, -2.435], [2.586, -5.947, -1.897], [3.706, -6.439, -2.556], [4.113, -5.844, -3.743], [3.428, -4.764, -4.289], [2.308, -4.272, -3.628], [-1.574, 0.342, -0.797], [-1.759, 1.668, -0.443], [-2.555, -0.552, -0.582], [2.180, 1.093, -1.155], [1.745, 2.469, -2.103], [0.981, 2.256, -0.543], [-0.494, 1.692, -2.507], [0.689, 0.526, -3.049], [1.418, -0.954, -0.985], [0.502, -0.501, 0.446], [-0.242, -2.604, 0.656], [-0.967, -2.579, -0.913], [0.092, -3.971, -2.420], [2.207, -6.365, -0.978], [4.241, -7.273, -2.133], [4.996, -6.217, -4.241], [3.745, -4.286, -5.201], [1.742, -3.441, -4.024], [-2.754, 1.852, -0.561], [-1.609, 1.801, 0.570], [-3.027, -0.632, 0.305], [-2.794, -1.203, -1.312], [-1.630, 5.320, 4.627], [-1.737, 3.799, 4.575], [-1.102, 3.183, 3.321], [-1.881, 3.313, 2.133], [-1.742, 4.561, 1.463], [-3.142, 3.418, 4.739], [-2.334, 5.803, 3.951], [-1.855, 5.674, 5.631], [-0.623, 5.655, 4.371], [-1.183, 3.403, 5.430], [-1.004, 2.105, 3.487], [-0.092, 3.573, 3.152], [-0.725, 4.949, 1.548], [-2.451, 5.294, 1.846], [-1.967, 4.398, 0.408], [-3.215, 2.407, 4.814], [-3.633, 3.642, 3.878]],
  "mulliken_charge": [-1.024, -0.587, 0.143, -0.556, -0.604, 0.298, -0.579, -0.348, 0.301, -0.186, -0.580, -0.419, -0.698, -0.330, 0.268, -0.225, -0.323, 0.366, 0.381, 0.192, 0.436, 0.376, 0.624, 0.211, 0.308, 0.349, 0.387, 0.409, 0.389, 0.372, 0.378, 0.311, 0.340, 0.170, 0.209, 0.294, -1.400, 0.332, -0.795, -0.352, -0.820, -0.700, 0.286, 0.352, 0.354, 0.420, 0.353, 0.440, 0.373, 0.233, 0.301, 0.263, 0.308]
}



Record 5
{
  "formula": "C16H31AsBrO2SSe2Si2V",
  "method": "ωB97M-V/def2-TZVPD",
  "lumo_energy_ev": [-1.565, -0.957],
  "gap_ev": [5.62, 6.23],
  "energy_ha": -12312.6572,
  "e_above_lowest_kcal_mol": 0.0,
  "species": ["V", "C", "As", "C", "C", "S", "H", "H", "H", "H", "H", "H", "H", "H", "H", "Br", "C", "C", "C", "C", "C", "C", "C", "O", "O", "H", "H", "H", "H", "C", "Si", "C", "C", "Se", "H", "H", "H", "H", "H", "H", "H", "H", "H", "C", "Si", "C", "C", "H", "H", "H", "H", "H", "H", "H", "H", "H", "Se"],
  "coordinates": [[-0.590, -1.253, 0.491], [-2.150, 1.837, 2.444], [-0.620, 0.894, 3.124], [-0.790, 1.018, 5.039], [1.165, 1.479, 2.731], [-0.794, -1.268, 2.806], [-2.254, 2.765, 3.007], [-3.008, 1.192, 2.615], [-1.996, 2.028, 1.385], [-0.722, 2.065, 5.330], [0.008, 0.452, 5.511], [-1.756, 0.617, 5.335], [1.230, 2.544, 2.940], [1.370, 1.309, 1.676], [1.823, 0.914, 3.387], [3.951, -3.257, -2.705], [2.509, -2.256, -3.418], [2.201, -2.446, -4.755], [1.121, -1.779, -5.313], [0.344, -0.938, -4.534], [0.641, -0.767, -3.192], [1.732, -1.417, -2.621], [2.037, -1.192, -1.173], [3.135, -1.046, -0.722], [0.958, -1.178, -0.397], [2.805, -3.117, -5.351], [0.890, -1.923, -6.362], [-0.497, -0.410, -4.965], [0.051, -0.094, -2.582], [-2.166, 4.589, -0.475], [-0.382, 3.995, -0.310], [0.650, 4.915, -1.581], [0.208, 4.621, 1.381], [-0.217, 1.788, -0.570], [-2.232, 5.681, -0.413], [-2.799, 4.167, 0.312], [-2.587, 4.269, -1.431], [0.546, 5.998, -1.449], [0.336, 4.659, -2.595], [1.706, 4.654, -1.488], [0.168, 5.716, 1.410], [1.244, 4.324, 1.565], [-0.418, 4.251, 2.200], [1.040, -4.080, 1.374], [-0.484, -3.753, 0.327], [-0.149, -4.273, -1.435], [-1.962, -4.629, 1.063], [1.268, -5.151, 1.340], [0.890, -3.800, 2.418], [1.910, -3.539, 0.995], [-0.138, -5.367, -1.483], [0.827, -3.915, -1.773], [-0.909, -3.906, -2.125], [-1.719, -5.685, 1.219], [-2.829, -4.565, 0.405], [-2.238, -4.198, 2.028], [-2.364, -1.540, -0.639]],
  "mulliken_charge": [0.217, -0.823, 0.715, -1.158, -0.801, -0.660, 0.466, 0.502, -0.108, 0.393, 0.376, 0.372, 0.301, 0.174, 0.438, -0.126, 0.242, -0.560, -0.410, -1.062, 0.063, 0.685, 0.028, -0.478, 0.429, 0.426, 0.385, 0.424, 0.224, -1.047, 0.355, -1.088, -1.059, -0.512, 0.343, 0.288, 0.292, 0.326, 0.282, 0.276, 0.433, 0.238, 0.240, -1.069, 0.463, -0.692, -1.055, 0.400, 0.309, 0.319, 0.443, 0.034, 0.275, 0.343, 0.298, 0.305, -0.413]
}



Record 6
{
  "formula": "C16H31BaNP2Se",
  "method": "ωB97M-V/def2-TZVPD",
  "lumo_energy_ev": -0.921,
  "gap_ev": 4.21,
  "energy_ha": -3792.4072,
  "e_above_lowest_kcal_mol": 15.2,
  "species": ["P", "P", "C", "C", "H", "H", "H", "H", "C", "H", "H", "H", "C", "H", "H", "H", "C", "H", "H", "H", "C", "H", "H", "H", "Ba", "C", "C", "C", "C", "C", "C", "C", "C", "C", "H", "H", "H", "H", "H", "H", "H", "H", "H", "H", "H", "H", "H", "H", "H", "Se", "C", "N"],
  "coordinates": [[-5.062, -1.494, -4.242], [-2.400, -2.212, -5.915], [-5.210, -1.796, -6.085], [-4.069, -2.662, -6.639], [-5.217, -0.805, -6.567], [-6.183, -2.277, -6.271], [-4.237, -3.726, -6.406], [-4.000, -2.555, -7.732], [-1.796, -1.065, -7.232], [-0.736, -0.856, -7.041], [-2.355, -0.123, -7.180], [-1.912, -1.514, -8.226], [-1.474, -3.732, -6.391], [-1.598, -3.955, -7.458], [-1.843, -4.571, -5.788], [-0.413, -3.572, -6.165], [-6.234, -0.078, -4.101], [-6.382, 0.138, -3.036], [-7.197, -0.310, -4.573], [-5.783, 0.799, -4.581], [-6.156, -2.851, -3.625], [-5.652, -3.815, -3.762], [-7.117, -2.852, -4.153], [-6.322, -2.691, -2.553], [0.311, -0.037, 0.064], [0.444, -1.644, -2.221], [0.444, -0.391, -2.720], [-0.841, 0.420, -3.059], [-1.784, 1.304, -2.067], [-2.317, 0.791, -0.737], [-2.482, -0.522, -0.435], [-2.273, -1.665, -1.421], [-0.870, -2.380, -1.740], [-0.639, 0.983, 2.560], [1.268, -1.982, -1.633], [1.262, 0.270, -2.530], [-1.530, -0.272, -3.578], [-0.477, 1.175, -3.799], [-1.328, 2.315, -1.936], [-2.707, 1.539, -2.648], [-2.326, 1.540, 0.062], [-2.578, -0.829, 0.610], [-2.711, -1.375, -2.390], [-2.927, -2.476, -1.029], [-0.665, -3.104, -0.905], [-1.044, -3.043, -2.618], [-0.056, 0.211, 3.063], [-1.661, 0.649, 2.286], [-0.261, 1.940, 2.159], [3.277, 1.439, 4.224], [2.425, 0.945, 2.714], [2.179, 0.545, 1.608]],
  "mulliken_charge": [0.724, 0.767, -1.073, -1.083, 0.424, 0.463, 0.425, 0.469, -1.385, 0.365, 0.338, 0.410, -1.389, 0.388, 0.361, 0.386, -1.360, 0.390, 0.387, 0.350, -1.362, 0.343, 0.394, 0.372, 1.715, -1.407, -1.017, 0.700, -0.551, -0.954, -0.687, 1.037, -0.573, -1.826, 0.761, 0.862, -0.573, 0.385, 0.394, 0.269, 0.404, 0.486, -0.812, 0.485, 0.357, 0.246, 0.273, 0.515, 0.404, -0.281, 0.066, -0.783]
}